The following is a quantum chemistry calculation of a structure of composition C25H25AsF7MnNS2, from the OMol25 dataset.

For the HOMO-LUMO gap (alpha / beta), the calculation gives 6.10 / 6.89 eV. For the energy above the lowest of the compared OMol25 structures with the same formula, charge and spin, the calculation gives 2.10 kcal/mol. As for the expectation value of S²: 3.931. For the HOMO energy (alpha / beta), the calculation gives -0.2710 / -0.2768 Ha.

The geometry in ORCA input format:
```
! RIJCOSX wB97M-V def2-TZVPD def2/J DEFGRID3
* xyz 0 4
Mn -0.76101 0.44632 0.09508
F -1.78561 -2.50189 4.50390
C -1.05094 -1.54618 3.90914
C -1.32553 -1.21728 2.59537
C -0.57491 -0.23194 1.97387
C 0.45516 0.41961 2.67785
C 0.67724 0.04437 3.99800
F 1.64715 0.63767 4.72274
C -0.05682 -0.93117 4.63911
C 1.23022 1.41380 1.92920
C 2.32489 2.13060 2.39790
C 2.95661 3.03443 1.56277
C 2.48769 3.22105 0.27460
C 1.40014 2.48121 -0.14146
N 0.80002 1.59828 0.65935
H -2.12624 -1.74048 2.09723
H 0.14453 -1.19388 5.66706
H 2.67343 1.98089 3.40483
H 3.81072 3.59226 1.92389
H 2.94834 3.92182 -0.40627
H 0.97953 2.58124 -1.13207
S -0.56924 0.90104 -2.17308
C 1.01556 0.19626 -2.54501
C 1.65235 0.56015 -3.72668
C 2.90401 0.04929 -4.04102
C 3.53605 -0.82426 -3.16932
C 2.90667 -1.19253 -1.98875
C 1.64324 -0.70078 -1.67449
S 0.85224 -1.23864 -0.19012
H 1.16101 1.25206 -4.39950
H 3.38781 0.34316 -4.96384
H 4.51742 -1.21406 -3.40642
H 3.38863 -1.87002 -1.29460
F -1.25888 2.72159 1.85498
C -1.86621 2.08812 0.80280
F -1.79277 2.95636 -0.27011
C -3.33543 2.07278 1.22397
F -3.48159 1.42304 2.38517
F -4.09408 1.46442 0.30084
F -3.82118 3.30656 1.38935
C -2.64551 -4.02345 -1.59445
C -1.72483 -2.87903 -1.18367
As -2.60670 -1.20293 -0.68580
C -4.10086 -2.01348 0.32537
C -5.09552 -1.15632 1.09023
C -3.45532 -0.81494 -2.40472
C -4.17411 0.51769 -2.54994
H -2.03930 -4.85209 -1.96369
H -3.33061 -3.74160 -2.39551
H -3.23478 -4.39883 -0.75940
H -1.05377 -2.60330 -1.99914
H -1.08309 -3.16308 -0.35251
H -3.64154 -2.74170 0.99685
H -4.61791 -2.59533 -0.43955
H -4.61701 -0.59664 1.88853
H -5.84869 -1.80327 1.54368
H -5.61141 -0.45040 0.44114
H -4.14007 -1.64823 -2.57615
H -2.64372 -0.88830 -3.12776
H -5.02552 0.59834 -1.87687
H -4.54539 0.62117 -3.57075
H -3.50341 1.35287 -2.35335
*
```